(1)
This record from OMol25 describes a structure of composition C31H46BrInNO21 at a distorted geometry. The level of theory is the ωB97M-V functional and the def2-TZVPD basis.

```
101
Properties=species:S:1:pos:R:3
C 1.330 -0.661 -4.683
C 1.694 0.529 -3.710
C 0.793 1.752 -4.169
C 1.312 0.268 -2.211
C 2.393 -0.510 -1.382
C 3.071 -1.697 -2.147
C 1.724 -0.999 -0.025
O 2.331 -0.415 1.125
In 1.504 1.460 1.586
Br -0.834 1.729 0.369
C 1.082 1.705 3.793
O -0.185 1.041 4.031
O -0.064 -0.258 3.528
C 2.882 3.103 0.817
C 4.101 2.681 0.227
C 5.001 3.649 -0.322
C 4.533 4.996 -0.155
C 3.307 5.231 0.495
N 2.401 4.362 0.998
H 2.284 -1.033 -5.128
H 0.892 -1.480 -4.080
H 0.645 -0.305 -5.483
H 2.743 0.885 -3.814
H -0.258 1.374 -4.088
H 0.960 2.029 -5.228
H 0.862 2.601 -3.457
H 1.239 1.280 -1.744
H 0.288 -0.165 -2.108
H 3.187 0.216 -1.101
H 3.857 -1.255 -2.809
H 3.560 -2.356 -1.394
H 2.382 -2.253 -2.813
H 0.613 -0.876 -0.028
H 1.907 -2.106 0.031
H 1.874 1.282 4.452
H 0.905 2.781 3.998
H 0.672 -0.652 4.037
H 4.350 1.608 0.190
H 5.959 3.424 -0.811
H 5.131 5.841 -0.532
H 3.027 6.303 0.619
C -2.069 4.881 -5.632
C -2.453 5.333 -7.006
O -1.386 4.843 -7.817
C -0.828 3.791 -7.155
O -0.021 3.054 -7.627
O -1.311 3.696 -5.889
H -2.933 4.661 -5.008
H -1.434 5.599 -5.115
H -3.391 4.885 -7.348
H -2.531 6.406 -7.082
C -1.744 -3.321 4.617
C -1.896 -2.712 3.253
O -2.372 -3.814 2.469
C -2.962 -4.686 3.312
O -3.609 -5.631 2.965
O -2.733 -4.358 4.609
H -1.933 -2.609 5.418
H -0.760 -3.772 4.770
H -2.640 -1.915 3.230
H -0.958 -2.330 2.860
C -1.131 10.516 -6.582
C -0.593 9.460 -7.510
O -0.915 8.250 -6.828
C -1.961 8.513 -6.003
O -2.577 7.679 -5.418
O -2.211 9.845 -5.935
H -1.484 11.400 -7.111
H -0.403 10.822 -5.827
H -1.092 9.462 -8.482
H 0.481 9.545 -7.665
C 5.209 0.754 4.927
C 6.202 -0.298 5.343
O 5.388 -1.245 6.031
C 4.116 -1.097 5.570
O 3.222 -1.843 5.815
O 4.001 0.010 4.796
H 5.474 1.233 3.985
H 5.068 1.524 5.689
H 6.672 -0.791 4.488
H 6.980 0.094 5.997
C -2.412 -6.992 6.957
C -3.841 -7.457 6.900
O -3.828 -8.612 7.740
C -2.780 -8.483 8.596
O -2.587 -9.191 9.532
O -1.983 -7.440 8.243
H -2.321 -5.911 6.871
H -1.788 -7.462 6.193
H -4.537 -6.724 7.316
H -4.159 -7.712 5.891
C -5.154 -7.299 1.045
C -5.305 -6.697 -0.325
O -5.778 -7.799 -1.102
C -6.375 -8.674 -0.249
O -7.018 -9.615 -0.594
O -6.142 -8.334 1.044
H -5.342 -6.583 1.839
H -4.171 -7.748 1.200
H -6.050 -5.899 -0.352
H -4.365 -6.317 -0.720
```

Values from the calculation:
DFT total energy	-152595.9193	eV
LUMO level	1.47	eV
net charge	-1
gap between HOMO and LUMO	6.70	eV

(2)
This record from OMol25 describes a structure of composition C25H26BCo2F3O8 at a distorted geometry. The level of theory is the ωB97M-V functional and the def2-TZVPD basis.

```
65
Properties=species:S:1:pos:R:3
C 3.556 0.743 3.243
C 2.803 -0.419 2.601
C 3.758 -1.441 2.072
C 1.648 -0.948 3.561
C 1.179 -2.363 3.145
C 1.913 -0.920 5.032
O 0.531 -0.035 3.285
B 0.727 -0.011 1.880
C -0.345 -0.526 0.948
C -1.610 -0.892 1.453
C -2.490 -1.625 0.658
C -2.142 -1.958 -0.638
C -3.100 -2.742 -1.492
F -2.959 -2.447 -2.811
F -2.878 -4.105 -1.355
F -4.392 -2.513 -1.139
C -0.906 -1.589 -1.162
C -0.014 -0.862 -0.373
C 0.171 2.699 1.611
C -1.104 2.393 2.298
C 0.482 2.486 0.183
O 2.065 0.159 1.455
H 4.196 0.354 4.050
H 4.205 1.220 2.491
H 2.879 1.517 3.661
H 4.294 -1.870 2.901
H 3.244 -2.217 1.534
H 4.461 -0.965 1.408
H 1.939 -3.097 3.442
H 0.239 -2.608 3.667
H 0.987 -2.462 2.059
H 2.746 -1.581 5.238
H 2.145 0.081 5.369
H 1.043 -1.284 5.569
H -1.889 -0.634 2.479
H -3.446 -1.937 1.077
H -0.625 -1.868 -2.168
H 0.963 -0.580 -0.784
H 1.060 2.745 2.289
H -1.042 1.782 3.224
H -1.452 3.388 2.602
H -1.845 1.918 1.610
H 1.506 2.089 -0.001
H -0.247 1.843 -0.346
H 0.444 3.505 -0.228
O -5.042 6.004 -1.494
C -4.204 6.780 -1.342
Co -2.933 7.980 -1.123
C -1.977 7.603 -2.570
O -1.396 7.395 -3.549
C -4.042 9.264 -1.610
O -4.757 10.105 -1.947
C -2.298 7.009 0.577
C -1.147 6.318 0.708
C -0.655 5.075 1.010
Co -0.852 8.011 0.334
C 0.438 7.741 -0.845
O 1.266 7.607 -1.634
C 0.109 8.860 1.592
O 0.749 9.437 2.378
C -1.483 9.616 -0.509
O -1.413 10.732 -0.741
H -3.127 6.959 1.230
H 0.349 4.988 1.451
H -1.277 4.199 0.768
```

Values from the calculation:
DFT total energy	-126804.6409	eV
LUMO level	-3.07	eV
net charge	0
gap between HOMO and LUMO	3.68	eV

(3)
This record from OMol25 describes a structure of composition C20H14N3O6Pd. The level of theory is the ωB97M-V functional and the def2-TZVPD basis.

```
44
Properties=species:S:1:pos:R:3
Pd 0.024 -0.813 -1.653
O -3.452 1.290 -2.306
C -2.266 0.766 -2.137
O -2.085 -0.401 -1.799
C -1.115 1.670 -2.403
C -1.118 3.000 -2.755
C 0.115 3.618 -2.969
C 1.294 2.899 -2.853
C 1.220 1.562 -2.493
N 0.039 1.013 -2.267
C 2.376 0.577 -2.322
O 3.496 0.929 -2.571
O 1.992 -0.619 -1.939
H -4.135 0.621 -2.125
H -2.055 3.530 -2.861
H 0.148 4.667 -3.236
H 2.264 3.342 -3.035
O 0.135 3.151 5.894
C 0.051 3.338 4.566
O -0.031 4.443 4.116
C 0.067 2.119 3.679
C 0.021 0.807 4.136
C 0.019 -0.253 3.249
C 0.067 -0.022 1.875
C 0.116 1.291 1.422
C 0.115 2.350 2.308
N 0.058 -1.032 0.879
C 0.125 -2.257 1.147
C 0.129 -3.246 0.054
C 0.201 -4.596 0.330
C 0.231 -5.508 -0.713
C 0.194 -5.040 -2.011
C 0.122 -3.673 -2.219
N 0.080 -2.797 -1.214
H 0.237 2.222 6.127
H -0.029 0.576 5.194
H -0.032 -1.259 3.643
H 0.168 1.472 0.353
H 0.151 3.374 1.965
H 0.203 -2.644 2.164
H 0.239 -4.923 1.361
H 0.290 -6.570 -0.514
H 0.230 -5.715 -2.854
H 0.103 -3.259 -3.216
```

Values from the calculation:
DFT total energy	-41197.5738	eV
LUMO level	-4.18	eV
net charge	+1
gap between HOMO and LUMO	7.87	eV

(4)
This record from OMol25 describes a structure of composition C25H24Br2ClN4O3PbSSbSe4. The level of theory is the ωB97M-V functional and the def2-TZVPD basis.

```
66
Properties=species:S:1:pos:R:3
Pb 0.482 -0.032 0.219
C 1.285 -1.361 5.915
C 0.560 -0.311 5.132
C -0.493 0.421 5.665
C -1.215 1.286 4.864
C -0.841 1.376 3.532
Br -1.770 2.538 2.356
N 0.154 0.705 2.999
C 0.842 -0.122 3.789
H 1.396 -1.075 6.963
H 2.274 -1.549 5.499
H 0.724 -2.296 5.861
H -0.771 0.292 6.704
H -2.053 1.855 5.235
H 1.612 -0.708 3.303
Se -1.435 -2.900 3.983
Sb -0.994 -3.106 1.612
Se -2.013 -1.152 0.349
Se 1.410 -2.458 1.126
Se -1.571 -5.200 0.574
C -2.120 0.296 -4.954
C -0.808 -0.163 -4.390
C 0.289 -0.469 -5.193
C 1.463 -0.915 -4.621
C 1.502 -1.030 -3.237
Br 3.066 -1.715 -2.420
N 0.491 -0.735 -2.460
C -0.641 -0.313 -3.024
H -2.450 -0.356 -5.764
H -2.047 1.311 -5.348
H -2.890 0.295 -4.184
H 0.216 -0.377 -6.271
H 2.326 -1.177 -5.214
H -1.457 -0.118 -2.337
S -0.917 3.708 -1.215
C -1.229 3.813 -2.844
N -0.191 3.731 -3.747
C -0.348 3.875 -5.058
C -1.590 4.106 -5.585
C -2.633 4.147 -4.640
N -2.490 4.012 -3.353
H 0.822 3.584 -3.402
H 0.561 3.789 -5.640
H -1.755 4.224 -6.643
H -3.654 4.302 -4.982
C 5.489 1.016 1.191
C 5.342 2.431 1.661
C 5.959 2.893 2.808
C 5.782 4.206 3.224
Cl 6.592 4.759 4.678
C 4.980 5.072 2.517
C 4.349 4.626 1.360
C 4.537 3.318 0.922
O 3.984 2.790 -0.182
C 3.159 3.623 -0.992
C 2.624 2.825 -2.189
O 2.303 3.551 -3.182
O 2.490 1.612 -2.066
H 6.064 0.432 1.908
H 5.987 0.978 0.220
H 4.513 0.550 1.047
H 6.574 2.223 3.394
H 4.837 6.086 2.862
H 3.707 5.297 0.812
H 3.716 4.504 -1.322
H 2.284 3.939 -0.410
```

Values from the calculation:
DFT total energy	-475037.4687	eV
LUMO level	3.73	eV
net charge	-2
gap between HOMO and LUMO	5.69	eV

no.,HOMO energy (eV)
1,-5.2
2,-6.7
3,-12.1
4,-2.0